Here is 2 unconnected molecules or ions with the total composition C4H6N2O from the Open Molecules 2025 dataset. Energies are from ωB97M-V/def2-TZVPD.

Bonds (Å) are listed after each position.
CARTESIAN COORDINATES (ANGSTROEM)
1 O 1.204 -2.370 -1.868  C2 1.138
2 C 0.632 -2.129 -0.914  O1 1.138
3 N -0.993 0.010 -1.319  C4 1.443, H8 1.011, H11 1.018
4 C -1.094 0.254 0.099  N3 1.443, C5 1.472, H9 1.097, H10 1.099
5 C 0.283 0.536 0.536  C4 1.472, C6 1.430, N7 1.255
6 C 1.285 0.634 1.551  C5 1.430, N7 1.525, H12 1.085, H13 1.088
7 N 1.430 0.615 0.033  C5 1.255, C6 1.525
8 H -1.896 -0.238 -1.701  N3 1.011
9 H -1.452 -0.620 0.657  C4 1.097
10 H -1.766 1.090 0.343  C4 1.099
11 H -0.639 0.886 -1.699  N3 1.018
12 H 1.477 1.579 2.051  C6 1.085
13 H 1.560 -0.274 2.083  C6 1.088

Orbital gap, Ha: 0.393
Calculated total energy, Eh: -340.68094
Spin multiplicity: 1
Total charge: 0